Entry 1:
The following is a DFT calculation (wB97M-V/def2-TZVPD) of C23H18F6N4O3S in the gas phase.

XYZ file:
```
55
Properties=species:S:1:pos:R:3:forces:R:3
F -2.396 3.830 -4.737 -0.0870 0.1892 0.2975
C -1.573 2.918 -5.252 0.0851 -0.0577 -0.0089
F -1.140 3.401 -6.428 0.3336 0.0461 -0.0265
F -2.304 1.835 -5.529 -0.0654 -0.3245 0.0976
C -0.391 2.605 -4.341 0.0781 0.1674 -0.3841
O -0.910 2.088 -3.138 -0.2078 -0.0358 0.0728
C -0.008 1.825 -2.172 0.4515 -0.0979 0.3213
C -0.468 1.382 -0.938 0.0327 0.0480 -0.0389
C 0.475 1.110 0.047 0.1862 0.4007 -0.7354
C 0.021 0.610 1.334 -0.1453 -0.0969 0.4258
N -1.035 1.039 1.972 0.1536 0.7224 -1.2121
N -1.157 0.356 3.111 0.0109 -0.6195 0.9562
C -0.180 -0.513 3.158 0.0599 0.1143 -0.0654
S 0.123 -1.660 4.418 0.1506 -0.1998 0.4694
C -1.489 -1.548 5.296 0.3354 0.0655 -0.3207
C -2.534 -2.334 4.576 -0.1619 -0.0385 -0.0158
C -2.601 -3.714 4.728 -0.0465 0.0808 -0.0077
C -3.552 -4.448 4.043 0.0417 -0.1002 0.0329
C -4.441 -3.809 3.194 -0.0639 -0.0117 -0.0780
C -4.375 -2.435 3.034 -0.0672 -0.0490 -0.0577
C -3.426 -1.698 3.720 -0.0296 0.0294 0.0866
N 0.620 -0.397 2.057 -0.6539 0.3642 0.2558
C 1.712 -1.267 1.693 0.5352 -0.2288 -0.2185
C 1.640 -1.632 0.246 -0.8056 -0.4286 -0.0320
C 0.599 -2.062 -0.524 0.5043 0.1021 0.5285
C 1.110 -2.187 -1.839 0.4784 0.1358 -0.0744
C 2.419 -1.828 -1.765 -0.5253 -0.2016 -0.5980
O 2.748 -1.489 -0.508 0.3806 0.0560 0.4488
C 1.823 1.331 -0.223 -0.0278 0.1311 -0.1381
C 2.161 1.766 -1.495 -0.5576 -0.1608 -0.0162
O 3.478 1.948 -1.770 -0.0335 0.0029 0.2735
C 3.815 2.408 -3.050 0.0673 0.2976 -0.4418
C 3.733 3.936 -3.159 0.0204 -0.0218 -0.1204
F 4.364 4.550 -2.157 0.1363 -0.0679 0.2781
F 4.311 4.346 -4.300 0.1449 -0.2049 -0.2144
F 2.481 4.406 -3.180 -0.1839 0.0063 0.0912
N 1.277 1.989 -2.455 -0.0413 -0.0466 0.1007
H 0.250 1.871 -4.844 -0.1191 0.1830 0.0394
H 0.180 3.524 -4.164 -0.1137 -0.1694 -0.1207
H -1.521 1.257 -0.757 -0.1577 -0.0469 0.0328
H -1.729 -0.489 5.346 -0.0372 -0.0562 0.1538
H -1.284 -1.951 6.288 0.0145 0.0784 -0.0168
H -1.902 -4.213 5.385 0.0657 -0.0651 0.0773
H -3.599 -5.519 4.170 -0.0124 -0.0857 0.0128
H -5.183 -4.382 2.658 -0.0621 -0.0454 -0.0396
H -5.065 -1.934 2.372 -0.0664 0.0422 -0.0536
H -3.363 -0.628 3.589 -0.0058 0.0538 0.0168
H 2.676 -0.788 1.896 -0.0968 -0.1025 0.0141
H 1.633 -2.158 2.329 0.0689 0.1521 -0.1276
H -0.402 -2.261 -0.199 -0.2291 0.0031 0.1458
H 0.572 -2.503 -2.708 -0.0469 -0.0585 -0.2445
H 3.194 -1.780 -2.503 0.1809 0.0373 -0.0324
H 2.599 1.190 0.509 0.0921 -0.0576 0.1224
H 3.159 1.980 -3.816 0.2328 0.1009 0.0769
H 4.857 2.125 -3.221 -0.1912 0.0688 0.0116
```
Positions in Å, forces in eV/Å.

Computed properties:
**Charge**: 0
**LUMO energy**: 0.401 eV
**HOMO**: -8.6 eV
**Gap between HOMO and LUMO**: 8.961 eV
**Structure (SMILES)**: FC(F)(F)COc1cc(-c2nnc(SCc3ccccc3)n2Cc2ccco2)cc(OCC(F)(F)F)n1


Entry 2:
The following is a DFT calculation (wB97M-V/def2-TZVPD) of a molecular structure, C23H18N2O3S3Se4W.

XYZ file:
```
54
Properties=species:S:1:pos:R:3:forces:R:3
W -1.533 1.209 -0.342 -0.8694 0.1179 -0.9743
C 0.601 1.037 3.399 -0.0176 0.0162 -0.0898
C 1.054 1.564 2.070 -0.2114 -0.2481 -0.2861
N 1.331 0.709 1.157 0.4249 0.2604 0.0994
N 2.083 1.109 0.074 -0.3772 -0.2580 0.2480
C 1.730 0.990 -1.133 0.0316 0.2573 -0.4785
S 0.189 0.756 -1.984 0.3828 -0.0098 0.5474
S 3.056 0.995 -2.343 -0.1735 0.0793 -0.0099
C 3.856 -0.525 -1.739 0.1165 -0.0927 0.1210
C 2.883 -1.663 -1.588 0.0336 0.0628 -0.0042
C 2.318 -2.273 -2.704 0.0075 0.0146 -0.0056
C 1.376 -3.276 -2.555 -0.0384 -0.0221 0.0121
C 0.981 -3.679 -1.285 0.0204 0.0107 -0.0092
C 1.539 -3.076 -0.169 0.0254 0.0254 0.0087
C 2.484 -2.069 -0.322 -0.0387 -0.0559 -0.0035
C 1.097 3.025 1.829 0.1297 -0.0267 0.1248
C 1.876 3.903 2.568 0.0881 0.0310 -0.0263
C 1.874 5.263 2.287 -0.0517 -0.1099 -0.0479
C 1.072 5.756 1.268 -0.0297 -0.0479 -0.0031
C 0.262 4.902 0.534 0.0445 0.0052 0.0449
C 0.278 3.546 0.828 -0.2978 0.0718 -0.1326
O -0.553 2.705 0.166 0.3428 -0.1006 0.2179
H 0.288 -0.001 3.289 -0.0093 -0.0303 0.0141
H -0.206 1.635 3.821 -0.0131 0.0185 -0.0197
H 1.439 1.073 4.099 0.0265 0.0140 0.0468
H 4.333 -0.300 -0.786 0.0200 -0.0196 -0.0348
H 4.632 -0.749 -2.473 -0.0119 0.0154 -0.0121
H 2.601 -1.941 -3.694 0.0276 0.0132 -0.0456
H 0.941 -3.738 -3.430 -0.0187 -0.0232 -0.0305
H 0.239 -4.458 -1.171 -0.0225 -0.0282 0.0044
H 1.238 -3.379 0.826 -0.0319 0.0098 0.0255
H 2.895 -1.577 0.551 0.0032 -0.0127 0.0122
H 2.508 3.512 3.355 0.0067 -0.0050 0.0209
H 2.499 5.932 2.860 0.0243 0.0335 0.0282
H 1.070 6.815 1.048 -0.0077 0.0289 -0.0304
H -0.378 5.267 -0.257 -0.0049 -0.0202 0.0064
O -1.243 -1.807 1.961 0.0376 -0.0424 -0.3539
C -1.544 -1.593 0.820 -0.0745 0.3024 -0.1569
O -1.025 -0.571 0.092 0.2582 -0.2656 0.8581
C -2.457 -2.382 -0.041 0.1063 0.1570 0.2134
C -2.556 -3.751 0.173 -0.0961 -0.0387 -0.0612
C -3.341 -4.531 -0.656 0.0245 0.0749 0.0176
C -4.040 -3.927 -1.695 0.0136 -0.0236 0.0153
C -3.965 -2.560 -1.892 0.0097 0.0223 0.0235
C -3.166 -1.758 -1.072 -0.2745 -0.2161 -0.1004
S -3.261 -0.026 -1.445 0.4669 -0.0041 -0.0145
H -2.002 -4.186 0.994 0.0282 0.0031 0.0292
H -3.414 -5.598 -0.495 0.0067 -0.0206 -0.0005
H -4.655 -4.527 -2.353 -0.0236 -0.0069 -0.0155
H -4.530 -2.098 -2.690 -0.0126 0.0189 -0.0091
Se -2.439 2.785 -2.187 -0.1426 -0.0201 0.1878
Se -3.344 4.015 -0.405 -0.0117 -0.0882 0.0367
Se -4.342 2.297 0.857 -0.0470 0.2554 0.0195
Se -2.626 1.218 1.978 0.2002 -0.0830 -0.0278
```
Positions in Å, forces in eV/Å.

Computed properties:
**Charge**: 0
**LUMO energy**: -2.316 eV
**HOMO**: -8.2 eV
**Gap between HOMO and LUMO**: 5.872 eV


Entry 3:
The following is a DFT calculation (wB97M-V/def2-TZVPD) of a molecular structure, C23H18N7PdSbSe4.

XYZ file:
```
54
Properties=species:S:1:pos:R:3:forces:R:3
Pd 0.228 -0.033 -0.329 -0.5215 0.0724 0.2716
C 3.575 -1.614 -1.134 0.0850 -0.0064 0.0733
C 3.882 -0.908 0.032 -0.0020 -0.0937 -0.0762
C 3.427 0.377 0.176 -0.0716 0.0704 -0.0876
C 2.650 0.952 -0.852 0.4106 -0.2193 -0.0502
N 2.319 0.263 -1.958 0.0868 -0.0145 0.0438
C 2.789 -0.988 -2.074 -0.0976 0.0817 -0.0334
N 2.361 2.305 -0.793 -0.0493 0.2027 0.0219
C 1.148 2.710 -0.720 -0.1367 -0.0033 -0.0343
N 0.012 1.965 -0.594 0.0524 -0.0706 0.1119
C -1.094 2.802 -0.526 0.1933 -0.1982 -0.0596
N -2.330 2.537 -0.414 -0.0971 -0.0012 -0.0072
C -2.779 1.206 -0.401 -0.0490 0.0464 0.1036
C -3.509 0.757 0.702 -0.0349 -0.0677 0.0770
C -3.969 -0.542 0.708 0.0854 -0.0025 -0.0293
C -3.713 -1.352 -0.398 -0.0416 0.0439 0.1301
C -3.001 -0.808 -1.441 -0.0027 -0.0078 -0.1399
N -2.536 0.446 -1.461 0.1005 -0.0141 -0.2199
C -0.602 4.199 -0.628 0.0359 0.0538 0.0104
C -1.277 5.402 -0.624 -0.0304 0.0590 0.0144
C -0.522 6.565 -0.742 -0.0479 -0.0211 0.0023
C 0.865 6.511 -0.864 0.0540 -0.0287 -0.0045
C 1.534 5.291 -0.871 0.0206 0.0607 -0.0025
C 0.774 4.145 -0.750 0.0078 0.0309 -0.0041
H 3.910 -2.631 -1.286 -0.0166 -0.0038 -0.0003
H 4.457 -1.374 0.823 -0.0058 -0.0041 0.0040
H 3.611 0.955 1.071 0.0192 0.0241 -0.0097
H 2.493 -1.510 -2.979 0.0043 -0.0117 0.0038
H -3.645 1.400 1.561 0.0145 -0.0045 -0.0109
H -4.468 -0.928 1.586 0.0147 -0.0398 0.0405
H -4.012 -2.390 -0.408 0.0021 -0.0230 0.0095
H -2.768 -1.406 -2.319 -0.0248 0.0109 0.0030
H -2.354 5.424 -0.521 0.0044 -0.0036 -0.0047
H -1.017 7.529 -0.734 0.0034 0.0025 0.0000
H 1.427 7.433 -0.951 0.0014 0.0025 0.0015
H 2.611 5.228 -0.961 0.0014 0.0013 -0.0038
N 0.497 -6.165 0.642 -0.0406 0.1355 0.0013
C 0.536 -4.798 0.371 0.0615 -0.1148 -0.0429
C 0.003 -4.278 -0.808 0.0695 -0.0566 -0.0547
C -0.010 -2.915 -0.993 -0.1178 0.1404 0.0318
N 0.465 -2.051 -0.092 0.1852 -0.2057 0.4066
C 1.025 -2.559 1.021 0.2028 -0.1036 -0.2598
C 1.106 -3.908 1.269 0.0666 -0.0151 -0.0743
H -0.289 -6.620 0.203 0.0047 -0.0098 0.0076
H 0.484 -6.343 1.637 -0.0140 0.0011 -0.0013
H -0.444 -4.927 -1.550 -0.0122 0.0151 -0.0041
H -0.447 -2.482 -1.884 -0.0341 0.0066 -0.0050
H 1.380 -1.839 1.745 0.0538 -0.0761 0.0213
H 1.505 -4.249 2.215 -0.0133 0.0713 0.0362
Se 0.462 -1.863 5.040 0.0297 -0.0535 -0.1188
Sb -1.382 -1.436 3.480 0.0250 -0.3818 0.4205
Se -3.289 -0.343 4.496 -0.1033 0.2677 -0.0664
Se -2.086 -3.394 2.219 -0.2390 -0.2028 -0.1445
Se 0.009 0.247 2.063 -0.0929 0.6589 -0.2979
```
Positions in Å, forces in eV/Å.

Computed properties:
**Charge**: -2
**Relative energy (zero: lowest compared OMol25 entry of this formula, charge and spin)**: 16.74 kcal/mol
**LUMO energy**: 4.369 eV
**HOMO**: -1.2 eV
**Gap between HOMO and LUMO**: 5.570 eV


Entry 4:
The following is a DFT calculation (wB97M-V/def2-TZVPD) of a molecular structure, C23H19B3F6HgNO31S2.

XYZ file:
```
86
Properties=species:S:1:pos:R:3:forces:R:3
Hg -1.156 -0.111 0.282 0.8396 -1.3280 0.3545
O 7.025 -3.134 -1.998 -2.4237 -0.1677 -0.2474
C 5.792 -3.157 -2.051 2.9475 -1.9968 -1.9533
O 4.951 -2.519 -1.374 -2.1349 1.7564 1.7854
B 3.515 -2.973 -1.613 0.4874 0.5171 0.7211
O 3.642 -3.754 -2.802 0.6117 -1.6320 -1.3114
C 4.913 -4.062 -3.064 1.9625 -0.8675 -1.9405
O 5.372 -4.801 -3.968 -1.9473 2.1598 2.8258
O 2.494 -1.893 -1.873 0.4894 0.4621 0.1151
C 1.623 -1.818 -0.913 -1.6925 1.6788 -1.0114
O 0.683 -0.982 -0.924 2.4750 -1.7400 0.1431
C 1.917 -2.967 0.044 1.1279 -2.2922 0.2141
O 3.043 -3.635 -0.417 -1.0460 1.3370 -0.2871
O 1.301 -3.399 0.953 -0.4633 0.9943 0.4766
O 1.684 3.574 -2.118 1.0301 -2.0759 1.1589
C 2.220 2.688 -1.439 -1.0163 3.1978 -0.9690
O 3.509 2.415 -1.410 -0.7800 1.0916 -0.2441
B 3.795 1.502 -0.304 1.1953 -0.5855 -0.6088
O 2.438 1.077 0.049 0.5615 -2.0698 2.6010
C 1.515 1.832 -0.342 -1.9845 0.2083 -0.9431
O 0.318 1.812 -0.009 2.1446 0.3406 -0.9439
O 4.649 0.459 -0.831 0.2861 -0.7337 0.0119
C 5.727 0.326 -0.066 3.3484 -3.1113 -0.6315
O 6.691 -0.445 -0.245 -3.0753 2.5486 0.2521
C 5.626 1.285 1.103 1.8234 -0.4451 1.9950
O 4.556 2.017 0.833 -0.8451 1.3093 0.9026
O 6.388 1.321 2.073 -2.2482 0.5388 -2.7407
O 6.056 1.020 4.882 -1.6955 -0.0554 1.0770
C 4.860 0.855 5.026 1.9059 0.6930 -0.7594
O 4.110 0.172 4.196 -0.0943 -0.1083 -0.7096
B 2.732 0.175 4.632 0.1460 0.0317 0.2676
O 2.765 0.835 5.962 -2.6570 -0.1597 -0.9052
C 3.888 1.379 6.122 3.6360 1.9867 2.9072
O 4.222 2.086 7.079 -0.5200 -0.9245 -1.6492
O 2.268 -1.141 4.836 -1.1258 -1.9967 0.2864
C 1.270 -1.433 4.020 -1.6065 -5.5235 -1.7083
O 0.706 -2.548 3.838 2.1971 4.5972 1.2913
C 1.059 -0.225 3.141 -3.3474 2.6109 -2.4915
O 1.800 0.744 3.637 0.0887 0.1096 -0.4980
O 0.219 -0.006 2.206 3.1557 -1.1707 3.3851
C -3.208 -4.300 -1.333 2.7028 2.7396 1.0574
F -4.060 -3.697 -0.465 -0.3602 -1.5439 -0.9280
F -3.230 -5.606 -1.395 -0.9486 -0.6150 0.5682
F -3.406 -3.831 -2.554 -1.0790 0.2437 -0.9129
S -1.501 -3.682 -0.797 3.3039 -0.7116 4.2983
O -1.127 -4.506 0.371 -1.5815 0.2038 -2.3365
O -0.564 -3.863 -1.898 -1.2817 0.5264 -0.5372
O -1.661 -2.280 -0.302 -1.0319 -1.1998 -1.9851
C -4.788 -2.249 2.923 0.8140 0.8894 -0.7608
F -5.110 -3.213 3.813 0.0976 0.3026 -1.4522
F -5.257 -2.509 1.615 0.1327 0.2503 2.8222
F -5.394 -1.117 3.416 0.2963 -0.9859 -1.0754
S -2.866 -1.978 2.835 3.9948 -0.7145 0.9832
O -2.506 -1.536 4.170 -1.6052 0.3335 0.1510
O -2.161 -3.197 2.497 -2.3204 0.3221 -0.1250
O -2.585 -0.902 1.861 -1.9371 0.3848 0.0203
C -3.667 1.848 -3.537 -0.0436 -1.0077 0.8495
C -2.349 1.392 -2.777 1.2025 1.0452 -1.0320
C -1.253 2.482 -3.001 -1.2508 1.0549 0.9080
C -1.526 3.856 -2.177 0.6502 -2.0358 -0.3948
C -1.860 3.537 -0.696 -0.4443 2.4423 -1.8453
C -2.916 2.434 -0.530 1.6649 1.2832 1.5959
N -2.427 1.224 -1.327 -1.5874 1.1021 1.6809
O -3.360 0.224 -0.989 -0.4813 -0.9835 -0.4844
C -2.950 2.219 1.013 -1.3682 -0.6610 -0.0622
C -4.392 2.966 -0.801 1.8871 0.9081 -0.6020
C -1.756 0.096 -3.455 -1.0838 0.5231 0.4824
H -4.583 1.450 -3.100 0.0307 -0.8661 -0.0114
H -3.570 1.430 -4.539 -0.2018 0.3223 -0.0790
H -3.988 2.890 -3.533 1.1021 0.3221 -0.2431
H -0.324 1.972 -2.747 0.2030 0.6563 0.0775
H -1.300 2.687 -4.071 0.3814 0.1158 -0.0599
H -2.318 4.446 -2.640 -0.2627 -0.2492 -0.2232
H -0.633 4.481 -2.210 0.0777 -0.2053 -0.0898
H -2.309 4.459 -0.326 -0.6769 0.2130 0.0996
H -0.925 3.632 -0.143 -0.2460 -1.6447 0.2122
H -3.917 1.742 1.172 0.4762 -1.1783 0.6169
H -2.105 1.803 1.561 0.0129 -0.5796 -0.4016
H -3.165 3.109 1.603 0.4318 0.8507 -0.7461
H -4.319 3.733 -1.572 -0.3695 -0.5674 -0.7822
H -5.134 2.188 -0.981 -0.0892 0.3563 0.0456
H -4.648 3.638 0.018 -0.2168 -0.7309 0.5142
H -1.408 0.410 -4.440 -0.2541 -0.1953 -0.1835
H -2.538 -0.662 -3.504 0.0281 -0.0802 -0.3165
H -0.904 -0.386 -2.975 -0.0044 0.4123 0.5313
H -4.216 0.598 -1.211 -0.5205 -0.2333 -0.0634
```
Positions in Å, forces in eV/Å.

Computed properties:
**Charge**: -3
**Relative energy (zero: lowest compared OMol25 entry of this formula, charge and spin)**: 57.05 kcal/mol
**LUMO energy**: 4.617 eV
**HOMO**: -2.5 eV
**Gap between HOMO and LUMO**: 7.103 eV


Question: Which formula does entry 3 have?
Answer: C23H18N7PdSbSe4


Question: Among the records above, which one has the lowest charge?
Answer: C23H19B3F6HgNO31S2